# 1
{
  "formula": "C49H47BrClN2O17PS",
  "method": "ωB97M-V with the def2-TZVPD basis set",
  "elements": ["C", "C", "O", "C", "C", "O", "C", "C", "Br", "C", "Cl", "N", "C", "S", "N", "C", "C", "O", "C", "C", "O", "P", "C", "O", "H", "H", "H", "H", "H", "H", "H", "H", "H", "H", "H", "H", "H", "H", "H", "H", "H", "H", "H", "H", "H", "H", "H", "C", "C", "C", "O", "C", "C", "C", "O", "H", "H", "H", "H", "C", "C", "C", "O", "C", "C", "C", "O", "H", "H", "H", "H", "C", "C", "C", "O", "C", "C", "C", "O", "H", "H", "H", "H", "C", "C", "C", "O", "C", "C", "C", "O", "H", "H", "H", "H", "C", "C", "C", "O", "C", "C", "C", "O", "H", "H", "H", "H", "C", "C", "C", "O", "C", "C", "C", "O", "H", "H", "H", "H"],
  "xyz": [[5.14005, 1.00532, -0.40432], [4.86220, 1.12443, -1.88698], [5.01255, -0.10627, -2.58470], [3.97433, -1.03436, -2.39157], [3.17185, -1.25101, -3.64351], [2.41238, -0.07303, -3.90298], [1.84780, 0.13771, -5.15299], [2.87094, 0.70795, -6.11657], [1.21593, -1.55285, -6.03432], [0.65438, 1.15075, -4.91834], [-0.42296, 1.18349, -6.38755], [1.26108, 2.48260, -4.90328], [1.86446, 2.95138, -3.97481], [2.65335, 3.55580, -2.78769], [-0.05470, 0.96494, -3.68169], [-0.46914, -0.42710, -3.40859], [-0.87693, -0.63656, -1.95763], [-2.29669, -0.80023, -1.84328], [-2.82571, -0.75830, -0.59149], [-2.20992, -1.65098, 0.44390], [-3.78678, -0.07312, -0.36585], [-1.30949, 2.24372, -3.53198], [-2.89028, 1.41263, -3.86799], [-1.46722, 2.32864, -1.90688], [4.46527, 0.28449, 0.05816], [4.93222, 1.96785, 0.06686], [6.17030, 0.72507, -0.19495], [3.84326, 1.49574, -2.03790], [5.55515, 1.82169, -2.35466], [4.36679, -2.00905, -2.11333], [3.26826, -0.72712, -1.60945], [3.86752, -1.46646, -4.45527], [2.51533, -2.10446, -3.46469], [3.51394, -0.07770, -6.50092], [2.38612, 1.17470, -6.96925], [3.44266, 1.46148, -5.57853], [-1.25567, -0.77523, -4.08173], [0.37483, -1.08490, -3.55935], [-0.52983, 0.19256, -1.34470], [-0.38396, -1.53822, -1.58788], [-1.12339, -1.67246, 0.40814], [-2.55597, -2.67514, 0.30295], [-2.52223, -1.31182, 1.42695], [-2.77214, 0.68973, -4.67238], [-3.35261, 0.96700, -2.99334], [-3.53641, 2.20504, -4.24855], [-0.60849, 2.52243, -1.50493], [-3.81892, 2.42701, 2.48670], [-2.81018, 2.37483, 1.62122], [-2.00017, 3.58169, 1.31483], [-1.07572, 3.53162, 0.53058], [-2.35960, 4.85218, 1.99827], [-3.36287, 4.89566, 2.87151], [-4.16608, 3.68785, 3.18589], [-5.07162, 3.72555, 3.99425], [-4.43314, 1.56470, 2.71653], [-2.54266, 1.46823, 1.09471], [-1.75774, 5.71737, 1.75833], [-3.64098, 5.80301, 3.39300], [-5.42717, 0.29876, 5.32416], [-5.22957, -0.21498, 6.53498], [-5.59631, -1.61975, 6.84215], [-5.41855, -2.09266, 7.94542], [-6.18849, -2.43605, 5.75006], [-6.38701, -1.92311, 4.53925], [-6.01842, -0.51792, 4.23053], [-6.19401, -0.04817, 3.12706], [-5.18169, 1.32518, 5.07626], [-4.80334, 0.35704, 7.34930], [-6.43568, -3.46163, 5.99924], [-6.81473, -2.49476, 3.72541], [1.67455, 6.99277, 4.26299], [2.43496, 6.54404, 5.25738], [2.69376, 5.09097, 5.43587], [3.38506, 4.68274, 6.34258], [2.07224, 4.15818, 4.45996], [1.31183, 4.60657, 3.46551], [1.05387, 6.05886, 3.29034], [0.35975, 6.45858, 2.38063], [1.47068, 8.04514, 4.11171], [2.89950, 7.20265, 5.98000], [2.27738, 3.10587, 4.61012], [0.84890, 3.95090, 2.73763], [6.01583, 2.54153, -7.38455], [7.25221, 3.03060, -7.39984], [7.86193, 3.55023, -8.65138], [8.98907, 3.99368, -8.66466], [7.03666, 3.50331, -9.88596], [5.80038, 3.01405, -9.87089], [5.19036, 2.49520, -8.61918], [4.06282, 2.05135, -8.61018], [5.55554, 2.15609, -6.48353], [7.87249, 3.07463, -6.51372], [7.50184, 3.88760, -10.78473], [5.17956, 2.96864, -10.75654], [5.72796, -6.00480, -2.49768], [6.10120, -7.08868, -1.82386], [5.33292, -7.56589, -0.64461], [5.67208, -8.55126, -0.02876], [4.13064, -6.78592, -0.24817], [3.75846, -5.70238, -0.92276], [4.52766, -5.22785, -2.10027], [4.18813, -4.23955, -2.71726], [6.27040, -5.63629, -3.35892], [6.97174, -7.67267, -2.09359], [3.58735, -7.15336, 0.61300], [2.88766, -5.11798, -0.65386], [-9.18413, -7.06014, 9.19824], [-8.17179, -7.11973, 8.33822], [-7.37665, -5.91070, 8.00386], [-6.46240, -5.95937, 7.20747], [-7.74748, -4.63622, 8.66782], [-8.76335, -4.57584, 9.52427], [-9.56147, -5.78290, 9.85966], [-10.48510, -5.73183, 10.64173], [-9.78124, -7.92498, 9.45791], [-7.88033, -8.03636, 7.84139], [-7.14535, -3.77396, 8.40858], [-9.05573, -3.65796, 10.01817]],
  "forces_ev_per_a": [[-0.14, 0.15, 0.09], [-0.29, -0.29, 0.02], [0.28, 0.00, 0.03], [-0.51, 0.09, 0.11], [0.44, 0.11, -0.08], [-0.47, -0.10, 0.10], [0.29, -0.10, -0.18], [-0.23, 0.04, -0.17], [-0.05, 0.02, 0.20], [0.42, 0.36, 0.34], [-0.05, -0.13, -0.04], [0.09, -0.23, 0.36], [-0.37, -0.44, -0.52], [0.16, 0.76, 0.39], [-0.99, -0.32, -0.58], [0.12, 0.15, 0.19], [0.24, -0.44, 0.15], [-0.02, 0.30, 0.07], [-0.27, 0.31, -0.03], [0.27, -0.05, 0.32], [0.16, -0.31, -0.21], [0.38, 0.27, -0.32], [-0.16, 0.23, -0.19], [0.22, -0.47, 0.24], [0.06, -0.10, 0.03], [0.10, 0.05, 0.06], [0.03, -0.06, -0.02], [0.22, -0.08, -0.01], [0.00, 0.04, -0.06], [0.25, 0.00, 0.10], [0.18, 0.15, 0.11], [-0.14, -0.07, -0.19], [-0.11, -0.05, -0.26], [0.15, -0.01, 0.12], [-0.01, -0.01, -0.02], [0.13, -0.04, -0.09], [-0.11, 0.02, 0.03], [0.16, 0.07, -0.17], [-0.12, 0.08, 0.01], [-0.05, -0.11, -0.06], [0.03, 0.04, -0.05], [-0.08, 0.01, -0.10], [-0.07, -0.02, 0.03], [-0.05, -0.08, 0.00], [0.10, -0.11, 0.04], [-0.10, -0.02, -0.01], [-0.26, 0.41, 0.21], [0.04, -0.08, -0.01], [0.07, 0.10, 0.04], [-0.12, -0.05, -0.03], [0.25, 0.03, 0.18], [-0.09, -0.03, -0.01], [-0.01, 0.00, -0.01], [0.00, -0.03, 0.00], [0.04, -0.01, 0.07], [-0.06, 0.02, -0.07], [-0.05, 0.07, -0.03], [0.04, -0.03, -0.05], [-0.03, 0.00, 0.00], [0.01, 0.00, -0.01], [0.00, -0.02, 0.00], [0.02, -0.06, -0.07], [-0.06, 0.03, 0.06], [-0.01, 0.00, 0.00], [0.01, 0.01, 0.00], [-0.03, 0.06, 0.07], [0.05, -0.05, -0.04], [-0.05, 0.01, -0.01], [-0.01, -0.01, 0.02], [0.04, -0.01, 0.01], [0.00, 0.02, -0.02], [0.00, 0.00, 0.00], [-0.01, -0.01, -0.01], [-0.01, 0.00, -0.01], [0.00, 0.00, 0.01], [-0.01, 0.01, 0.00], [0.01, -0.01, 0.02], [0.02, -0.09, -0.03], [0.02, 0.15, 0.04], [-0.01, 0.00, -0.02], [0.01, -0.02, 0.01], [0.01, 0.00, 0.02], [0.00, 0.03, -0.03], [-0.01, 0.00, 0.00], [0.00, 0.00, -0.01], [-0.01, 0.00, 0.00], [0.01, 0.00, 0.00], [-0.01, -0.01, 0.01], [0.01, 0.01, 0.01], [0.03, 0.02, -0.04], [0.05, 0.02, -0.04], [-0.02, -0.01, -0.01], [0.02, 0.01, -0.01], [0.02, 0.00, 0.01], [-0.02, -0.01, 0.01], [0.00, -0.01, 0.01], [-0.01, 0.01, 0.00], [0.00, 0.01, -0.01], [0.00, -0.01, 0.00], [0.01, 0.01, -0.01], [0.01, 0.00, 0.00], [0.02, -0.02, -0.02], [-0.04, -0.05, 0.01], [-0.02, 0.02, 0.00], [0.00, -0.02, 0.02], [0.02, -0.02, 0.00], [0.00, 0.01, -0.02], [0.00, 0.01, -0.01], [0.02, 0.00, 0.02], [-0.03, 0.01, 0.00], [-0.03, 0.01, -0.05], [-0.02, 0.03, -0.02], [0.00, -0.03, 0.00], [0.02, 0.00, 0.00], [-0.01, 0.00, 0.00], [-0.01, 0.01, 0.01], [0.02, 0.01, -0.01], [0.06, 0.00, 0.05], [-0.01, -0.01, 0.01]],
  "mulliken_charge": [-1.2333, 0.3775, -0.4299, -0.6222, -0.5756, 0.3402, -0.6571, -1.5986, 0.0184, 0.8971, -0.1395, -0.5492, 0.6339, -0.4435, 0.4504, -0.0704, -1.1329, -0.2946, 0.7485, -1.1270, -0.5413, -0.1050, -0.9546, -0.1148, 0.3000, 0.3935, 0.2916, -0.3475, 0.4503, 0.3337, 0.2881, 0.2521, 0.3830, 0.7257, 0.4565, 0.0760, 0.3455, 0.0372, 0.3863, 0.5296, 0.3618, 0.3620, 0.3322, 0.3508, 0.1896, 0.4258, 0.2681, -0.0191, -0.4485, 0.1453, -0.4243, -0.2145, -0.6040, 0.2828, -0.5794, 0.5663, 0.2957, 0.5593, 0.4419, -0.2028, -0.5132, 0.4583, -0.5684, -0.1467, -0.5794, 0.4455, -0.5376, 0.3809, 0.4463, 0.3638, 0.4485, -0.3658, -0.3873, 0.3180, -0.5384, -0.4170, -0.2166, 0.4115, -0.5438, 0.4237, 0.4005, 0.4362, 0.4557, -0.0487, -0.5283, 0.3110, -0.5432, -0.4277, -0.4419, 0.4778, -0.4864, 0.4056, 0.4321, 0.3990, 0.4303, -0.3074, -0.4034, 0.3415, -0.5387, -0.4055, -0.2918, 0.3576, -0.4499, 0.4313, 0.3979, 0.4015, 0.4449, -0.3754, -0.4282, 0.3880, -0.5464, -0.0952, -0.3939, 0.3182, -0.5395, 0.4068, 0.4147, 0.4223, 0.4292],
  "smiles": "CCOCCO[C@@](C)(Br)[C@](Cl)(N=C=S)N(CCOC(C)=O)P(C)O.O=C1C=CC(=O)C=C1.O=C1C=CC(=O)C=C1.O=C1C=CC(=O)C=C1.O=C1C=CC(=O)C=C1.O=C1C=CC(=O)C=C1.O=C1C=CC(=O)C=C1",
  "orbital_gap_ev": 6.48,
  "homo_ev": -8.324,
  "max_force_ha_per_bohr": 0.023
}

***

# 2
{
  "formula": "C11H18N2S",
  "method": "ωB97M-V with the def2-TZVPD basis set",
  "elements": ["C", "C", "C", "C", "C", "C", "C", "C", "C", "C", "C", "H", "H", "H", "H", "H", "H", "H", "H", "H", "H", "H", "H", "H", "H", "H", "H", "H", "H", "N", "N", "S"],
  "xyz": [[-2.20568, -1.56769, -1.49512], [-3.25309, -1.34883, -0.41758], [-3.82025, 0.04624, -0.32474], [-2.07536, 1.21592, 0.97831], [-0.74421, 0.43681, 1.05290], [2.00111, 0.36614, 0.33580], [2.78203, 1.15115, 1.20233], [4.05562, 0.71066, 1.60038], [4.54777, -0.54611, 1.15363], [3.75010, -1.35009, 0.31844], [2.50680, -0.86223, -0.12400], [-2.65026, 0.04931, -2.67450], [-1.88450, -1.17841, -3.45688], [-2.06819, -2.67792, -1.61256], [-1.23397, -1.16157, -1.16553], [-4.12435, -1.96945, -0.53768], [-2.74320, -1.64003, 0.50442], [-4.44536, 0.28295, -1.17460], [-4.45586, 0.06431, 0.62355], [-3.21543, 1.94069, -0.54286], [-1.80782, 2.23096, 1.21558], [-2.70083, 0.76723, 1.81276], [-0.34223, 0.61328, 2.02285], [-1.00976, -0.63991, 0.95609], [2.43019, 2.15480, 1.49668], [4.74671, 1.34347, 2.19035], [5.54704, -0.93407, 1.46192], [4.12316, -2.29582, -0.06598], [1.88719, -1.43107, -0.80279], [-2.66298, -1.00273, -2.77489], [-2.77005, 1.07469, -0.27963], [0.41936, 0.90411, -0.28446]],
  "forces_ev_per_a": [[-0.16, -0.72, -0.31], [0.47, -0.07, 0.12], [0.42, 0.40, 1.55], [0.28, -1.40, 0.78], [-1.01, -1.05, -0.96], [0.50, -0.46, 0.28], [0.39, 0.22, -0.08], [0.54, -0.64, -0.44], [-0.35, -0.06, 0.16], [-0.10, 1.05, -0.10], [0.27, 0.18, 0.72], [-0.02, -1.47, -0.06], [-1.12, 0.21, 0.62], [-0.10, 0.95, -0.03], [-0.31, -0.03, -0.12], [-0.19, -0.72, -0.19], [-0.43, 0.05, 0.29], [-0.23, -0.15, -0.21], [0.44, 0.18, -1.00], [0.22, 0.23, 0.08], [-0.39, 0.65, -0.09], [0.48, 0.70, -0.54], [0.66, 0.11, 0.69], [0.57, 0.61, 0.13], [0.14, -0.69, -0.11], [-0.78, -0.36, -0.28], [-0.92, 0.58, -0.23], [-0.07, 0.11, 0.17], [0.07, -0.12, -0.04], [1.49, 1.07, -0.68], [-0.51, 0.30, -0.34], [-0.23, 0.36, 0.22]],
  "nbo_charge": [-0.2227, -0.4213, -0.2144, -0.2231, -0.5164, -0.1820, -0.2161, -0.2154, -0.2048, -0.2156, -0.2088, 0.3575, 0.3531, 0.1866, 0.1798, 0.2118, 0.1940, 0.2061, 0.1646, 0.3679, 0.2041, 0.1710, 0.2185, 0.2014, 0.2252, 0.2200, 0.2187, 0.2176, 0.2220, -0.8426, -0.6466, 0.2098],
  "smiles": "NCCCNCCSc1ccccc1",
  "orbital_gap_ev": 9.49,
  "homo_ev": -8.611,
  "max_force_ha_per_bohr": 0.038,
  "e_above_lowest_ev": 0.000
}